[1]
{"formula": "C54H56CdN2O4P3S2", "method": "ωB97M-V/def2-TZVPD", "e_homo_ev": -4.0323, "charge": -1, "e_above_lowest_ev": 0.996, "max_force_ev_per_a": 1.53, "multiplicity": 1, "orbital_gap_ev": 5.57, "species": ["Cd", "O", "C", "O", "C", "C", "C", "C", "C", "N", "C", "O", "O", "H", "H", "H", "H", "H", "S", "P", "C", "P", "S", "C", "C", "C", "C", "C", "C", "C", "C", "C", "C", "C", "C", "C", "C", "C", "C", "C", "C", "C", "C", "C", "C", "C", "C", "H", "H", "H", "H", "H", "H", "H", "H", "H", "H", "H", "H", "H", "H", "H", "H", "H", "H", "H", "H", "C", "C", "C", "P", "C", "C", "C", "C", "C", "C", "C", "C", "C", "C", "N", "C", "C", "C", "C", "C", "C", "C", "C", "C", "H", "H", "H", "H", "H", "H", "H", "H", "H", "H", "H", "H", "H", "H", "H", "H", "H", "H", "H", "H", "H", "H", "H", "H", "H", "H", "H", "H", "H", "H", "H"], "positions_angstrom": [[-0.030, -0.219, -0.603], [1.120, -3.980, -3.210], [0.672, -2.809, -2.731], [1.143, -2.290, -1.760], [-0.407, -2.208, -3.553], [-0.799, -2.769, -4.763], [-1.699, -2.066, -5.538], [-2.160, -0.843, -5.087], [-1.732, -0.377, -3.845], [-0.878, -1.057, -3.092], [-2.081, 0.990, -3.337], [-3.095, 1.636, -3.958], [-1.450, 1.542, -2.490], [1.824, -4.279, -2.619], [-0.377, -3.711, -5.079], [-2.011, -2.449, -6.502], [-2.820, -0.262, -5.716], [-3.606, 1.030, -4.504], [1.791, 0.513, -3.264], [2.637, 1.067, -1.556], [1.789, 0.805, -0.050], [2.596, -0.045, 1.247], [2.764, -2.009, 1.339], [4.240, 0.717, 1.567], [4.358, 2.101, 1.689], [5.580, 2.677, 1.992], [6.700, 1.876, 2.176], [6.590, 0.500, 2.051], [5.363, -0.078, 1.751], [1.686, 0.544, 2.747], [0.293, 0.611, 2.735], [-0.402, 1.171, 3.797], [0.281, 1.644, 4.907], [1.660, 1.513, 4.964], [2.355, 0.961, 3.898], [2.832, 2.895, -1.715], [2.404, 3.740, -0.701], [2.484, 5.119, -0.850], [2.985, 5.661, -2.023], [3.398, 4.822, -3.051], [3.318, 3.447, -2.900], [4.369, 0.481, -1.628], [5.471, 1.327, -1.555], [6.752, 0.810, -1.681], [6.939, -0.550, -1.876], [5.842, -1.399, -1.939], [4.561, -0.886, -1.819], [3.482, 2.724, 1.560], [5.659, 3.753, 2.095], [7.655, 2.328, 2.417], [7.463, -0.129, 2.185], [5.257, -1.152, 1.667], [-0.262, 0.237, 1.885], [-1.482, 1.253, 3.745], [-0.259, 2.101, 5.728], [2.205, 1.855, 5.837], [3.429, 0.857, 3.963], [1.988, 3.294, 0.195], [2.147, 5.770, -0.051], [3.044, 6.737, -2.146], [3.770, 5.243, -3.978], [3.617, 2.785, -3.703], [5.320, 2.387, -1.400], [7.607, 1.473, -1.616], [7.942, -0.949, -1.973], [5.993, -2.462, -2.087], [3.693, -1.532, -1.867], [-0.104, -4.607, -0.197], [-0.845, -4.211, 1.076], [0.073, -4.520, 2.264], [-1.322, -2.387, 1.129], [-2.488, -2.567, 2.605], [-3.809, -3.270, 2.298], [-2.667, -1.248, 3.359], [-2.525, -2.160, -0.233], [-3.088, -3.172, -0.995], [-4.050, -2.922, -1.973], [-4.626, -4.044, -2.801], [-4.491, -1.611, -2.119], [-3.952, -0.575, -1.376], [-2.922, -0.801, -0.437], [-2.291, 0.202, 0.252], [-2.959, 1.333, 0.717], [-2.294, 2.587, 0.763], [-0.954, 2.821, 0.121], [-2.870, 3.673, 1.409], [-4.114, 3.618, 2.015], [-4.700, 4.796, 2.750], [-4.790, 2.414, 1.927], [-4.262, 1.290, 1.300], [-5.125, 0.054, 1.362], [0.071, -5.687, -0.204], [0.858, -4.093, -0.221], [-0.664, -4.346, -1.094], [-1.760, -4.807, 1.166], [0.976, -3.913, 2.205], [0.362, -5.575, 2.237], [-0.397, -4.337, 3.231], [-1.939, -3.233, 3.272], [-4.412, -2.741, 1.564], [-4.394, -3.352, 3.219], [-3.646, -4.279, 1.916], [-3.022, -0.443, 2.716], [-1.710, -0.941, 3.780], [-3.377, -1.377, 4.182], [-2.816, -4.205, -0.807], [-4.043, -4.955, -2.667], [-4.619, -3.788, -3.864], [-5.660, -4.264, -2.522], [-5.279, -1.399, -2.840], [-4.339, 0.432, -1.472], [-0.864, 2.305, -0.829], [-0.143, 2.489, 0.771], [-0.817, 3.887, -0.064], [-2.316, 4.607, 1.430], [-4.021, 5.647, 2.719], [-4.886, 4.543, 3.797], [-5.653, 5.104, 2.311], [-5.772, 2.328, 2.387], [-5.770, 0.103, 2.241], [-4.529, -0.846, 1.427], [-5.761, -0.044, 0.478]]}

---

[2]
{"formula": "C3H5N3OS", "method": "ωB97M-V/def2-TZVPD", "e_homo_ev": -9.2753, "e_above_lowest_ev": 6.414, "max_force_ev_per_a": 5.29, "multiplicity": 1, "orbital_gap_ev": 9.57, "species": ["C", "C", "C", "H", "H", "H", "H", "H", "N", "N", "N", "O", "S"], "positions_angstrom": [[-0.147, -1.122, 2.160], [-1.746, -0.513, -0.457], [1.912, 0.304, -0.575], [1.267, -0.784, 2.406], [-0.710, -2.276, 2.388], [-2.360, -1.162, -0.967], [0.377, 1.115, 0.533], [2.162, -0.049, -1.792], [-0.646, -0.126, 1.452], [-1.796, -0.777, 0.819], [0.689, 1.107, -0.573], [2.711, 0.270, 0.312], [-0.642, 0.473, -1.482]]}